Below is 12 unconnected molecules or ions with the total composition H24O12, with properties calculated with ωB97M-V/def2-TZVPD.

CARTESIAN COORDINATES (ANGSTROEM)
O -0.0560 0.1732 2.4779
H -0.6550 -0.3938 2.9449
H 0.0530 -0.2618 1.6409
O 2.9220 1.9362 0.9169
H 3.4910 2.6912 1.0249
H 2.0830 2.3322 0.7229
O -2.9150 -1.2718 1.9559
H -3.7430 -0.8968 2.2659
H -2.8940 -1.1598 1.0159
O -2.7060 -1.3218 -0.7171
H -1.8970 -0.8448 -0.7031
H -2.4460 -2.1508 -1.1151
O 0.2710 -3.3018 -3.5021
H 0.1750 -2.4488 -3.0821
H 1.1710 -3.4618 -3.7801
O 3.0450 0.3902 -1.2281
H 2.9460 1.0432 -0.5421
H 2.1550 0.3532 -1.6031
O 0.4870 -0.7578 -2.7131
H 0.1520 0.1092 -3.0181
H 1.2330 -0.9118 -3.2651
O 0.2430 2.3982 0.0529
H -0.6750 2.7702 0.1699
H 0.3580 2.5872 -0.9131
O 0.4040 -3.2638 -0.8231
H 1.3350 -3.0868 -0.7841
H 0.0610 -3.2238 0.0979
O -0.3750 -0.1658 -0.0831
H -0.2190 0.7582 -0.0831
H -0.2310 -0.4618 -0.9591
O 0.9400 2.6842 2.9009
H 0.5510 1.9532 2.4189
H 1.8990 2.6412 2.8829
O -2.2880 1.8552 1.9519
H -1.8700 1.0102 2.1529
H -3.0040 1.6992 1.3199

- strongest force on any atom (eV/Å) = 2.7
- DFT total energy (eV) = -24959.4786
- SMILES = O.O.O.O.O.O.O.O.O.O.O.O
- LUMO energy (eV) = -0.71
- highest occupied orbital energy (eV) = -10.4
- gap between HOMO and LUMO (eV) = 9.71
- multiplicity = 1

---

Below is 12 unconnected molecules or ions with the total composition H24O12, with properties calculated with ωB97M-V/def2-TZVPD.

CARTESIAN COORDINATES (ANGSTROEM)
O 6.4815 -6.1249 25.0536
H 7.2463 -5.8695 25.2415
H 6.6093 -7.0428 24.8287
O 3.0318 -6.5388 26.2956
H 2.4561 -6.2957 26.9396
H 3.7436 -5.8603 26.1762
O 3.6512 -12.7926 26.8784
H 3.3073 -12.8105 27.7593
H 3.5368 -11.8742 26.5866
O 6.2349 -11.1635 25.1167
H 7.0405 -10.5937 25.1487
H 6.4396 -12.0730 24.9156
O 6.1298 -7.2233 27.6441
H 5.9077 -6.6664 27.0019
H 5.8295 -6.5934 28.1456
O 6.0572 -10.7232 22.5136
H 6.7713 -11.0784 21.9085
H 6.0235 -11.1105 23.4766
O 0.8925 -6.5645 24.3906
H 0.9202 -5.6769 24.2185
H 1.8054 -6.7249 24.4960
O 4.4429 -8.5577 25.0495
H 3.9826 -8.0088 25.7163
H 4.1896 -9.5543 25.2064
O 2.7333 -10.6981 25.5054
H 2.9463 -11.1838 24.6722
H 1.8015 -10.5475 25.5324
O 4.6009 -7.6498 22.5791
H 4.7552 -6.7984 22.2519
H 4.9229 -7.9071 23.4742
O 5.2386 -9.9388 27.4696
H 4.9970 -8.9315 27.3340
H 5.4443 -10.1978 26.5814
O 7.3565 -8.4822 23.7627
H 6.8274 -9.0688 23.3876
H 8.0474 -8.7764 24.3579

- strongest force on any atom (eV/Å) = 11.3
- DFT total energy (eV) = -24956.6432
- SMILES = O.O.O.O.O.O.O.O.O.O.O.O
- LUMO energy (eV) = -0.03
- highest occupied orbital energy (eV) = -10.0
- gap between HOMO and LUMO (eV) = 10.02
- multiplicity = 1

---

Below is 12 unconnected molecules or ions with the total composition H24O12, with properties calculated with ωB97M-V/def2-TZVPD.

CARTESIAN COORDINATES (ANGSTROEM)
O -18.8437 -9.0951 -12.8606
H -17.9992 -9.1578 -12.4026
H -19.4390 -9.6558 -12.3521
O -17.1504 -8.0193 -9.3690
H -16.7040 -7.1705 -9.3222
H -18.0976 -7.7999 -9.2872
O -20.6441 -10.3891 -6.2237
H -21.2513 -9.6498 -6.3361
H -21.0105 -11.0895 -6.7712
O -18.4544 -12.2598 -8.5377
H -18.4331 -12.9209 -7.8360
H -17.5281 -12.1420 -8.7895
O -19.2128 -6.7208 -8.1030
H -19.2025 -5.7943 -8.3620
H -19.9158 -7.1218 -8.6485
O -21.1690 -11.1123 -12.5445
H -22.0059 -11.5888 -12.5096
H -20.5157 -11.7189 -12.1297
O -22.1774 -11.3431 -8.6908
H -22.9564 -11.0254 -8.2147
H -22.4359 -12.2070 -9.0232
O -19.4892 -12.9764 -11.1904
H -20.2467 -13.3545 -10.7372
H -18.9114 -12.6536 -10.4767
O -18.1506 -8.7896 -6.4123
H -18.3568 -8.1145 -7.0818
H -18.8181 -9.4710 -6.5579
O -22.6203 -9.1758 -11.1805
H -22.2164 -9.6856 -11.9149
H -22.7791 -9.8150 -10.4896
O -20.7078 -7.4804 -10.4164
H -20.1002 -8.2388 -10.3582
H -21.5591 -7.9055 -10.6233
O -19.7720 -9.9202 -9.4783
H -19.1808 -10.6624 -9.2731
H -20.6694 -10.2778 -9.3439

- strongest force on any atom (eV/Å) = 0.8
- DFT total energy (eV) = -24960.2412
- SMILES = O.O.O.O.O.O.O.O.O.O.O.O
- LUMO energy (eV) = -0.90
- highest occupied orbital energy (eV) = -9.7
- gap between HOMO and LUMO (eV) = 8.80
- multiplicity = 1